Model one:
One molecule with the formula C3H2ClN3, computed with ωB97M-V with the def2-TZVPD basis set.

Structure (XYZ):
```
9
Properties=species:S:1:pos:R:3:nbo_charge:R:1
Cl -0.054 1.061 1.905 0.05
C -0.004 0.209 0.406 0.17
C 1.034 -0.662 0.130 -0.27
C 0.934 -1.266 -1.113 0.04
N -0.063 -1.007 -1.968 -0.23
N -1.006 -0.157 -1.614 0.02
N -0.985 0.465 -0.454 -0.24
H 1.818 -0.827 0.804 0.24
H 1.691 -1.994 -1.479 0.22
```

SMILES: Clc1ccnnn1
Charge: 0
Gap between HOMO and LUMO, eV: 10.091
LUMO energy, hartree: -0.008



Model two:
One molecule with the formula C3H2ClN3, computed with ωB97M-V with the def2-TZVPD basis set.

Structure (XYZ):
```
9
Properties=species:S:1:pos:R:3:nbo_charge:R:1
Cl 0.338 -2.552 0.583 0.05
C 0.341 -0.861 0.325 0.16
C -0.403 -0.012 1.146 -0.04
N -0.663 1.213 0.744 -0.16
N -0.150 1.514 -0.500 -0.25
C 0.380 0.661 -1.253 0.21
N 0.668 -0.558 -0.887 -0.40
H -1.200 -0.416 2.001 0.24
H 0.688 1.013 -2.160 0.19
```

SMILES: Clc1cnncn1
Charge: 0
Gap between HOMO and LUMO, eV: 9.398
LUMO energy, hartree: -0.021



Most stable: model one. Least stable: model two.



Model one:
C5H8O3 as an isolated structure, computed with ωB97M-V with the def2-TZVPD basis set.

Structure (XYZ):
```
16
Properties=species:S:1:pos:R:3:nbo_charge:R:1
C -0.706 -0.708 -0.134 -0.18
C -0.655 -0.742 -1.616 -0.66
C 2.058 0.716 0.337 -0.74
C 0.941 0.126 1.129 0.82
C -1.924 0.474 0.833 0.53
O -0.339 0.570 0.492 -0.50
O 0.973 -0.472 2.158 -0.50
O -2.396 0.262 1.910 -0.57
H -0.779 -1.547 0.537 0.23
H -2.362 1.001 -0.016 0.16
H -1.157 -1.650 -1.959 0.23
H 0.372 -0.778 -2.005 0.20
H -1.151 0.105 -2.109 0.21
H 1.714 1.235 -0.556 0.24
H 2.612 1.446 0.935 0.26
H 2.798 -0.036 0.063 0.25
```

Charge: 0
Gap between HOMO and LUMO, eV: 8.309
LUMO energy, hartree: 0.026



Model two:
One molecule with the formula C5H8O3, computed with ωB97M-V with the def2-TZVPD basis set.

Structure (XYZ):
```
16
Properties=species:S:1:pos:R:3:nbo_charge:R:1
C 1.078 1.393 -0.002 0.01
C 1.772 0.306 -0.369 0.02
O 1.564 -1.068 -0.297 -0.51
C 0.556 -1.306 0.646 0.21
O -0.669 -1.493 -0.039 -0.54
C -1.272 -0.520 -0.776 -0.14
C -1.507 0.576 0.100 -0.08
O -0.382 1.640 0.211 -0.57
H 1.697 2.243 -0.328 0.21
H 2.795 0.784 -0.544 0.21
H 0.394 -0.390 1.463 0.16
H 0.842 -2.218 1.282 0.20
H -2.203 -0.970 -1.203 0.22
H -0.606 -0.307 -1.590 0.20
H -1.723 0.096 1.276 0.17
H -2.338 1.232 0.172 0.23
```

SMILES: C1=C\OCOCCO/1
Charge: 0
Gap between HOMO and LUMO, eV: 9.739
LUMO energy, hartree: 0.033



Model three:
One molecule with the formula C5H8O3, computed with ωB97M-V with the def2-TZVPD basis set.

Structure (XYZ):
```
16
Properties=species:S:1:pos:R:3:nbo_charge:R:1
O 0.028 2.020 -0.038 -0.70
C 0.763 0.961 0.265 0.10
C 0.371 -0.551 0.485 -0.34
C -0.944 -0.871 -0.153 0.07
C -2.212 -0.287 0.384 -0.12
O -1.702 0.133 -0.931 -0.53
C 1.388 -0.207 -0.442 0.05
O 2.687 -0.566 -0.145 -0.68
H -0.686 1.943 -0.747 0.52
H 1.412 1.084 1.202 0.18
H 0.655 -1.062 1.380 0.24
H -1.058 -1.964 -0.530 0.19
H -1.942 0.391 1.157 0.19
H -3.125 -0.884 0.442 0.20
H 1.147 -0.286 -1.539 0.17
H 3.218 0.144 -0.791 0.47
```

SMILES: O[C@H]1C([C@H]2CO2)[C@@H]1O
Charge: 0
Gap between HOMO and LUMO, eV: 9.419
LUMO energy, hartree: 0.028



Most stable: model three. Least stable: model two.



Model one:
C5H8O3 as an isolated structure, computed with ωB97M-V with the def2-TZVPD basis set.

Structure (XYZ):
```
16
Properties=species:S:1:pos:R:3:nbo_charge:R:1
C 2.287 1.100 -0.093 -0.72
C 1.170 -0.101 -0.096 0.35
C -0.211 -0.412 -0.555 -0.08
C -2.340 -0.108 -0.136 0.18
C -0.337 0.328 0.678 0.02
H 1.938 1.585 1.342 0.27
H 3.690 0.997 -0.205 0.27
H 1.780 1.885 -1.029 0.23
H 2.948 -1.184 -0.418 0.49
H -0.081 -1.449 -0.358 0.23
H -2.567 -1.212 -0.564 0.14
H -3.384 0.347 -0.019 0.21
H -0.375 1.386 0.218 0.17
O 2.096 -1.215 0.222 -0.73
O -1.369 0.274 -1.119 -0.51
O -1.647 0.041 1.177 -0.52
```

Charge: 0
Gap between HOMO and LUMO, eV: 9.109
LUMO energy, hartree: 0.011



Model two:
A 2-piece molecular cluster, C5H8O3 overall, computed with ωB97M-V with the def2-TZVPD basis set.

Structure (XYZ):
```
16
Properties=species:S:1:pos:R:3:nbo_charge:R:1
C -0.306 -1.002 1.683 -0.28
C -0.103 -0.687 0.498 -0.17
C -0.525 0.428 -0.689 0.12
C -1.998 0.756 -0.626 -0.64
O 0.334 1.512 -0.530 -0.71
H -0.909 -1.478 2.420 0.25
H -0.235 -0.048 -1.629 0.20
H -2.260 1.122 0.368 0.22
H -2.228 1.516 -1.374 0.23
H -2.592 -0.131 -0.834 0.23
H 0.014 2.074 0.189 0.48
O 2.997 -2.023 -0.208 -0.58
C 2.196 -1.169 0.062 0.65
O 2.645 -0.023 0.577 -0.67
H 1.062 -1.479 -0.558 0.18
H 1.908 0.631 0.650 0.51
```

SMILES: C#C[C@@H](C)O.O=CO
Charge: 0
Gap between HOMO and LUMO, eV: 9.406
LUMO energy, hartree: 0.020



Model three:
A 2-piece molecular cluster, C5H8O3 overall, computed with ωB97M-V with the def2-TZVPD basis set.

Structure (XYZ):
```
16
Properties=species:S:1:pos:R:3:nbo_charge:R:1
C 3.709 -0.068 0.748 -0.44
C 2.817 0.129 -0.271 0.14
C -0.150 -0.529 -0.261 0.71
C -2.505 0.188 0.105 -0.61
C -1.073 0.495 0.212 -0.51
O 0.121 -0.999 -1.481 -0.22
O 0.246 -1.767 -0.238 -0.20
O 1.835 0.996 -0.111 -0.61
H 4.746 -0.522 0.572 0.19
H 3.729 0.495 1.675 0.20
H 2.837 -0.463 -1.212 0.15
H -3.027 1.167 0.264 0.23
H -2.886 -0.443 0.951 0.22
H -2.737 -0.284 -0.842 0.22
H -0.762 0.567 1.286 0.25
H -0.746 1.397 -0.261 0.28
```

Charge: 0
Gap between HOMO and LUMO (spin up / spin down), eV: 8.852 / 6.051
LUMO energy (spin up / spin down), hartree: 0.013 / -0.041



Model four:
C5H8O3 as an isolated structure, computed with ωB97M-V with the def2-TZVPD basis set.

Structure (XYZ):
```
16
Properties=species:S:1:pos:R:3:nbo_charge:R:1
C 1.751 -1.127 1.342 -0.26
C -2.045 0.844 -1.167 -0.65
C 0.492 0.748 -0.193 0.85
C -1.116 0.192 -0.225 -0.10
C -1.063 -0.651 0.726 0.11
O 0.637 -0.247 1.190 -0.54
O 1.114 0.042 -1.221 -0.75
O 0.675 1.944 -0.059 -0.69
H 1.617 0.715 -1.705 0.49
H -1.358 -1.459 1.361 0.23
H 1.910 -1.732 0.446 0.19
H 2.646 -0.541 1.562 0.20
H 1.536 -1.789 2.183 0.19
H -2.048 1.919 -0.972 0.25
H -3.059 0.450 -1.079 0.22
H -1.689 0.692 -2.189 0.24
```

Charge: 0
Gap between HOMO and LUMO, eV: 9.844
LUMO energy, hartree: 0.024



Most stable: model four. Least stable: model one.



Model one:
A 8-piece molecular cluster, C6H25N2O7 overall, computed with ωB97M-V with the def2-TZVPD basis set.

Structure (XYZ):
```
40
Properties=species:S:1:pos:R:3:nbo_charge:R:1
C -2.153 -2.591 -2.401 -0.62
C -1.363 -1.316 -2.045 -0.39
C -1.083 -1.260 -0.505 -0.46
C -0.404 0.023 -0.208 0.19
C -0.706 1.357 -0.427 -0.07
N 0.091 2.102 0.371 -0.49
C 0.971 1.309 0.983 0.24
N 0.751 0.056 0.623 -0.46
H -2.709 -2.795 -1.459 0.20
H -2.993 -2.492 -3.103 0.23
H -1.483 -3.405 -2.745 0.22
H -1.870 -0.460 -2.464 0.21
H -0.342 -1.287 -2.538 0.20
H -0.529 -2.119 -0.172 0.25
H -1.979 -1.404 0.118 0.24
H -1.417 1.802 -1.056 0.24
H 0.378 3.101 0.413 0.48
H 1.734 1.506 1.752 0.25
H 1.155 -0.749 1.109 0.48
H 0.203 4.756 -1.585 0.50
H -0.932 4.961 -0.520 0.49
O -0.006 4.739 -0.637 -0.96
H 4.834 -0.788 -0.828 0.48
H 3.799 -1.345 -1.704 0.48
O 3.941 -0.571 -1.140 -0.95
H -4.927 0.431 2.024 0.48
H -4.018 1.474 1.865 0.47
O -4.134 0.730 2.491 -0.94
H 1.245 -1.833 3.189 0.49
H -0.077 -1.084 2.899 0.52
O 0.506 -1.788 2.567 -0.98
H -2.414 0.284 3.217 0.51
H -1.427 1.325 3.133 0.47
O -1.482 0.387 2.912 -0.98
H 4.276 1.223 -1.289 0.48
H 4.881 2.189 -2.157 0.46
O 4.491 2.173 -1.261 -0.96
H 1.419 -2.898 0.919 0.49
H 1.894 -3.222 -0.502 0.48
O 1.878 -2.523 0.158 -0.96
```

Charge: +1
Gap between HOMO and LUMO, eV: 10.095
LUMO energy, hartree: -0.093



Model two:
A 8-piece molecular cluster, C6H25N2O7 overall, computed with ωB97M-V with the def2-TZVPD basis set.

Structure (XYZ):
```
40
Properties=species:S:1:pos:R:3:nbo_charge:R:1
C 11.516 -6.461 -21.972 -0.61
C 9.972 -6.462 -22.195 -0.22
N 9.273 -7.764 -22.472 -0.29
C 7.921 -7.911 -22.980 -0.03
C 7.727 -9.281 -23.163 -0.01
N 8.794 -9.948 -22.613 -0.29
C 9.702 -9.016 -22.188 0.24
C 8.857 -11.350 -22.483 -0.42
H 11.893 -7.146 -22.732 0.22
H 11.827 -6.950 -21.048 0.21
H 11.910 -5.445 -21.987 0.25
H 9.800 -5.728 -22.982 0.23
H 9.417 -6.017 -21.369 0.22
H 7.409 -7.008 -23.276 0.24
H 6.868 -9.807 -23.552 0.27
H 10.679 -9.312 -21.836 0.25
H 8.445 -11.930 -23.309 0.24
H 8.260 -11.612 -21.610 0.24
H 9.886 -11.637 -22.269 0.23
O 12.140 -13.431 -22.622 -0.94
H 12.432 -12.755 -22.010 0.46
H 12.346 -13.076 -23.487 0.48
O 4.833 -7.699 -21.887 -0.93
H 4.087 -8.030 -22.386 0.48
H 5.160 -6.962 -22.403 0.45
O 13.081 -9.301 -20.716 -0.95
H 13.361 -10.151 -20.378 0.48
H 12.732 -8.842 -19.952 0.47
O 6.698 -13.092 -25.451 -0.95
H 7.422 -13.683 -25.243 0.47
H 6.704 -13.033 -26.406 0.48
O 3.900 -11.000 -23.230 -0.95
H 3.127 -11.553 -23.345 0.47
H 4.639 -11.605 -23.288 0.48
O 10.147 -13.247 -20.072 -0.94
H 10.915 -13.272 -20.643 0.47
H 9.510 -13.819 -20.501 0.47
O 5.642 -11.918 -20.951 -0.95
H 6.161 -12.640 -20.596 0.47
H 4.771 -12.041 -20.573 0.49
```

Charge: +1
Gap between HOMO and LUMO, eV: 10.737
LUMO energy, hartree: -0.093



Most stable: model one. Least stable: model two.



Model one:
One molecule with the formula C6H13NO3S, computed with ωB97M-V with the def2-TZVPD basis set.

Structure (XYZ):
```
24
Properties=species:S:1:pos:R:3:nbo_charge:R:1
C 0.921 -2.532 -0.733 -0.24
O 0.877 -1.297 -0.064 -0.53
C 0.104 -0.402 -0.865 0.24
N -1.335 -0.481 -0.659 -0.68
C -1.926 -0.372 0.669 -0.24
C -1.774 1.006 1.157 -0.63
S 0.007 1.386 1.221 2.11
O 0.664 0.634 2.268 -0.93
O 0.053 2.833 1.448 -0.97
C 0.533 1.081 -0.513 -0.42
C 2.016 1.327 -0.316 -0.64
H 1.209 -3.171 0.020 0.20
H 1.683 -2.471 -1.423 0.17
H -0.067 -2.862 -1.300 0.16
H 0.134 -0.394 -1.936 0.18
H -1.768 -0.931 -1.421 0.39
H -1.413 -1.231 1.297 0.21
H -2.892 -0.746 0.533 0.22
H -2.034 1.664 0.438 0.23
H -2.030 1.114 2.160 0.25
H -0.125 1.639 -1.046 0.23
H 2.486 0.692 0.316 0.24
H 2.275 2.247 0.116 0.24
H 2.402 1.268 -1.368 0.21
```

SMILES: CO[C@H]1NCCS(=O)(=O)[C@H]1C
Charge: 0
Gap between HOMO and LUMO, eV: 10.075
LUMO energy, hartree: 0.020



Model two:
A 2-piece molecular cluster, C6H13NO3S overall, computed with ωB97M-V with the def2-TZVPD basis set.

Structure (XYZ):
```
24
Properties=species:S:1:pos:R:3:nbo_charge:R:1
C -0.318 -1.983 -0.656 -0.42
C -0.221 -1.653 0.834 -0.44
C -0.438 -0.553 -0.164 -0.47
C 2.377 0.161 -0.513 -0.69
C 1.108 1.019 1.464 -0.70
C 1.166 0.901 -0.001 0.51
N -2.593 0.179 -1.421 -1.10
O -2.890 -0.240 1.014 -0.93
O -1.570 1.730 0.299 -0.99
O 0.716 1.882 -0.802 -0.68
S -1.923 0.336 0.065 2.29
H 0.589 -2.197 -1.163 0.21
H -1.190 -2.332 -1.265 0.24
H -1.144 -1.943 1.409 0.24
H 0.631 -1.891 1.412 0.22
H 3.192 0.821 -0.189 0.23
H 2.589 0.088 -1.616 0.24
H 2.520 -0.897 -0.234 0.23
H 1.553 2.025 1.889 0.23
H 0.169 1.066 1.985 0.25
H 1.591 0.220 1.851 0.22
H -3.605 0.318 -1.591 0.41
H -2.269 0.732 -2.158 0.39
H -0.038 2.211 -0.450 0.50
```

Charge: 0
Gap between HOMO and LUMO, eV: 9.151
LUMO energy, hartree: 0.023



Most stable: model one. Least stable: model two.



Model one:
One molecule with the formula C3H9N3, computed with ωB97M-V with the def2-TZVPD basis set.

Structure (XYZ):
```
15
Properties=species:S:1:pos:R:3:nbo_charge:R:1
H 0.029 -1.102 -1.954 0.34
N 0.370 -1.798 -1.183 -0.74
C 0.059 -1.368 0.059 0.44
N 0.372 -2.062 1.247 -0.84
C -0.635 -0.033 0.364 -0.50
C 0.299 1.044 -0.430 -0.21
N -0.271 2.380 -0.084 -0.84
H 0.308 -1.619 2.261 0.40
H 1.063 -2.823 1.211 0.40
H -0.712 0.229 1.530 0.23
H -1.710 -0.046 -0.131 0.23
H 0.337 0.802 -1.642 0.18
H 1.481 0.997 -0.020 0.20
H 0.346 3.109 -0.691 0.36
H -1.335 2.291 -0.538 0.35
```

SMILES: [H]/N=C(/N)CCN
Charge: 0
Gap between HOMO and LUMO, eV: 9.874
LUMO energy, hartree: 0.032



Model two:
A 2-piece molecular cluster, C3H9N3 overall, computed with ωB97M-V with the def2-TZVPD basis set.

Structure (XYZ):
```
15
Properties=species:S:1:pos:R:3:nbo_charge:R:1
H -1.947 -1.310 -1.142 0.34
N -2.316 -0.388 -0.930 -0.72
C -1.873 -0.017 0.212 0.27
N -2.107 1.242 0.670 -0.81
H -1.397 -0.736 0.872 0.15
H -1.511 1.555 1.420 0.39
H -2.285 1.903 -0.070 0.39
C 1.738 1.023 -0.013 -0.08
N 2.102 -0.069 0.497 -0.39
C 1.658 -1.297 -0.163 -0.45
H 2.127 1.910 0.483 0.18
H 1.106 1.075 -0.902 0.15
H 2.384 -2.071 0.075 0.21
H 1.623 -1.197 -1.245 0.19
H 0.697 -1.621 0.234 0.20
```

SMILES: [H]/N=C/N.C=NC
Charge: 0
Gap between HOMO and LUMO, eV: 10.327
LUMO energy, hartree: 0.034



Most stable: model two. Least stable: model one.



Model one:
One molecule with the formula C3H9N3, computed with ωB97M-V with the def2-TZVPD basis set.

Structure (XYZ):
```
15
Properties=species:S:1:pos:R:3:nbo_charge:R:1
H 0.568 0.153 2.546 0.33
N 0.096 1.154 2.448 -0.69
C 0.019 1.459 1.188 0.27
N 0.447 0.647 0.068 -0.65
C 0.302 -0.738 0.114 -0.23
C 0.185 -1.393 -1.300 -0.22
N -0.852 -0.623 -2.000 -0.86
H -0.310 2.525 0.855 0.17
H -0.089 0.971 -0.750 0.40
H 1.205 -1.222 0.589 0.19
H -0.639 -0.966 0.646 0.17
H 1.189 -1.394 -1.765 0.20
H -0.092 -2.497 -1.113 0.17
H -1.762 -0.807 -1.638 0.36
H -0.943 -0.969 -2.988 0.37
```

SMILES: [H]/N=C\NCCN
Charge: 0
Gap between HOMO and LUMO, eV: 9.977
LUMO energy, hartree: 0.032



Model two:
One molecule with the formula C3H9N3, computed with ωB97M-V with the def2-TZVPD basis set.

Structure (XYZ):
```
15
Properties=species:S:1:pos:R:3:nbo_charge:R:1
C 1.170 -1.321 0.086 -0.66
C 0.814 0.118 -0.101 0.12
N 1.905 1.079 0.119 -0.82
C -0.380 0.642 -0.321 -0.11
N -1.584 -0.168 -0.478 -0.47
N -2.711 0.163 0.317 -0.66
H 0.367 -1.865 0.583 0.22
H 1.362 -1.802 -0.875 0.22
H 2.067 -1.401 0.697 0.22
H 1.766 1.956 -0.368 0.37
H 2.808 0.706 -0.149 0.36
H -0.587 1.702 -0.358 0.19
H -1.405 -1.163 -0.380 0.35
H -3.134 1.005 -0.064 0.34
H -2.458 0.349 1.291 0.32
```

SMILES: C/C(N)=C\NN
Charge: 0
Gap between HOMO and LUMO, eV: 8.570
LUMO energy, hartree: 0.038



Most stable: model one. Least stable: model two.



Model one:
C3H9N3 as an isolated structure, computed with ωB97M-V with the def2-TZVPD basis set.

Structure (XYZ):
```
15
Properties=species:S:1:pos:R:3:nbo_charge:R:1
C -0.477 1.049 0.652 -0.30
C 0.088 -0.344 0.991 0.22
C 1.313 -0.675 1.806 -0.68
N -1.445 0.239 -0.070 -0.49
N -0.870 -0.995 0.382 -0.23
N -0.280 -0.174 -3.074 -1.07
H -0.919 1.698 1.428 0.21
H 0.146 1.666 0.032 0.20
H 0.405 0.651 -2.856 0.34
H 1.845 0.186 2.055 0.23
H 1.983 -1.188 1.123 0.24
H 1.316 -1.441 2.524 0.24
H -2.440 0.357 0.005 0.37
H 0.300 -0.993 -2.692 0.35
H -0.965 -0.035 -2.307 0.37
```

Charge: 0
Gap between HOMO and LUMO, eV: 9.619
LUMO energy, hartree: 0.030



Model two:
C3H9N3 as an isolated structure, computed with ωB97M-V with the def2-TZVPD basis set.

Structure (XYZ):
```
15
Properties=species:S:1:pos:R:3:nbo_charge:R:1
C -0.234 0.172 1.645 -0.43
C 1.007 1.721 0.154 -0.39
C 0.098 -0.295 -0.689 0.24
H -1.434 0.339 1.594 0.20
H 0.000 -0.958 1.833 0.24
H 0.101 0.956 2.432 0.21
H 0.204 2.468 0.156 0.18
H 1.701 2.043 0.953 0.20
H 1.560 1.712 -0.733 0.21
H 0.674 -0.255 -1.670 0.18
H -1.848 -1.674 -2.410 0.34
H -0.871 -3.306 -1.197 0.35
N 0.480 0.433 0.408 -0.43
N -0.754 -1.280 -0.615 -0.41
N -0.685 -2.075 -1.861 -0.67
```

Charge: 0
Gap between HOMO and LUMO, eV: 9.135
LUMO energy, hartree: 0.030



Most stable: model one. Least stable: model two.